Entry from the OMol25 dataset: a molecular structure, C42H27BrF4N4PSTl (the ωB97M-V functional and the def2-TZVPD basis).

Summary:
- LUMO energy (alpha / beta): 3.697 / 3.695 eV
- E_HOMO (alpha / beta): -0.466 / -1.961 eV
- Kohn-Sham gap (alpha / beta): 4.2 / 5.7 eV
- Net charge: -2
- Energy relative to the best compared isomer or geometry (same formula, charge and spin): 0.093 eV
- Maximum force: 0.721 eV Å⁻¹
- Energy: -5721.1703 Eh

CARTESIAN COORDINATES (ANGSTROEM)
Tl 0.8829 1.5610 0.1979
N -6.5400 0.3957 7.9703
C -5.7755 0.5214 7.1156
C -4.8269 0.6802 6.0522
C -3.6489 -0.0759 6.0267
C -2.7397 0.0862 5.0054
C -2.9430 1.0199 3.9666
C -4.1435 1.7615 4.0083
C -5.0639 1.5948 5.0195
C -1.9642 1.1848 2.9010
C -1.5293 -0.0141 2.2377
C -2.1712 -1.2716 2.3307
C -1.5259 -2.1313 1.4371
C -0.5226 -1.3732 0.8408
N -0.5152 -0.1042 1.3039
C -1.5708 2.5302 2.5587
C -1.9736 3.7289 3.1894
C -1.3593 4.7834 2.4953
C -0.6002 4.1845 1.4964
N -0.7130 2.8375 1.5311
H -3.4555 -0.7832 6.8240
H -1.8326 -0.5038 4.9934
H -4.3452 2.4574 3.2058
H -5.9845 2.1659 5.0201
H -3.0231 -1.5023 2.9517
H -1.7638 -3.1626 1.2216
H 0.1904 -1.6909 0.0934
H -2.6112 3.8129 4.0552
H -1.4542 5.8423 2.6883
H 0.0449 4.6640 0.7704
F 5.3219 -4.0266 -4.5823
C 4.1861 -3.4229 -4.1715
C 3.0889 -3.3613 -5.0126
F 3.1870 -3.9056 -6.2473
C 1.9365 -2.7539 -4.5541
F 0.8749 -2.7933 -5.4265
C 1.8067 -2.1693 -3.3227
P -0.1472 -0.3587 -2.6058
C 0.4103 0.3983 -4.1881
C -0.1263 0.1364 -5.4440
C 0.3388 0.8092 -6.5666
C 1.3482 1.7555 -6.4519
C 1.8983 2.0167 -5.2036
C 1.4331 1.3415 -4.0843
C -1.3946 -1.6485 -3.0483
C -1.1868 -2.9680 -2.6539
C -2.1560 -3.9373 -2.8646
C -3.3488 -3.6068 -3.4945
C -3.5715 -2.2961 -3.8913
C -2.6089 -1.3234 -3.6508
C 2.9202 -2.2448 -2.5322
Br 2.9456 -1.4706 -0.7433
C 4.1007 -2.8664 -2.9102
F 5.1837 -2.9666 -2.1091
H -0.9008 -0.6119 -5.5520
H -0.0891 0.5886 -7.5378
H 1.7026 2.2855 -7.3282
H 2.6976 2.7414 -5.1016
H 1.8626 1.5487 -3.1090
H -0.2506 -3.2289 -2.1777
H -1.9831 -4.9527 -2.5285
H -4.1052 -4.3646 -3.6638
H -4.5013 -2.0263 -4.3790
H -2.8014 -0.2906 -3.9155
S 2.4801 1.1925 5.2159
C 1.5837 1.5134 3.7572
N 2.2525 1.4585 2.6665
C 3.5823 1.1407 2.9054
C 4.5632 0.9955 1.9253
C 5.8413 0.6567 2.3176
C 6.1560 0.4700 3.6708
C 5.1961 0.6177 4.6518
C 3.9017 0.9528 4.2555
H 0.5199 1.7341 3.7889
H 4.3016 1.1377 0.8843
H 6.6097 0.5220 1.5674
H 7.1671 0.2030 3.9521
H 5.4376 0.4654 5.6958
C -1.2854 0.9476 -2.1419
H -0.9944 1.9813 -2.3054
H -1.9071 0.7855 -1.2630

=====

Entry from the OMol25 dataset: a molecular structure, C38H53MnN4OP2 (the ωB97M-V functional and the def2-TZVPD basis).

Summary:
- LUMO energy (alpha / beta): -2.677 / -3.160 eV
- Spin multiplicity: 6
- E_HOMO (alpha / beta): -8.925 / -8.892 eV
- Kohn-Sham gap (alpha / beta): 6.2 / 5.7 eV
- Net charge: +1
- Energy relative to the best compared isomer or geometry (same formula, charge and spin): 0.000 eV
- Expectation value of S²: 8.799
- Maximum force: 8.481 eV Å⁻¹
- Energy: -3607.4946 Eh

CARTESIAN COORDINATES (ANGSTROEM)
C -1.5364 -1.4980 -2.2432
C 0.5848 -2.2339 -1.6026
C -1.5816 -2.4107 -3.2818
C 0.4511 -3.3534 -2.4649
C -0.6280 -3.4337 -3.3228
H -2.3930 -2.3234 -3.9948
H 1.2575 -4.0862 -2.4644
H -0.7246 -4.2376 -4.0454
N -0.5588 -1.5081 -1.3126
P -2.7423 0.0525 -0.3963
P 2.5595 -0.4821 -0.2531
C -2.5809 -0.4046 -2.1621
H -2.2446 0.4610 -2.7542
H -3.5384 -0.7217 -2.5941
C 0.8237 0.9349 1.1984
O 1.2492 1.9056 1.7119
C 1.8447 -1.8642 -1.0613
H 2.5800 -2.6829 -1.1338
C 3.7522 0.0651 -1.6941
C 3.6345 -1.0710 1.2779
C -3.4768 1.8023 -0.3550
C -3.9226 -1.3370 0.1798
C 3.7976 1.5942 -1.5894
H 4.2166 1.9321 -0.6315
H 4.4262 1.9907 -2.4017
H 2.7974 2.0281 -1.6915
C 5.1616 -0.5264 -1.6194
H 5.7161 -0.2495 -0.7164
H 5.1359 -1.6190 -1.7169
H 5.7293 -0.1503 -2.4863
C 3.1993 -0.3708 -3.0576
H 3.6666 0.2409 -3.8458
H 3.3902 -1.4325 -3.2613
H 2.1194 -0.2200 -3.1276
C 4.5043 0.1162 1.7317
H 3.8779 0.9767 2.0060
H 5.0710 -0.1800 2.6286
H 5.2221 0.4497 0.9742
C 2.7146 -1.4433 2.4473
H 2.0697 -0.6091 2.7474
H 2.0832 -2.3095 2.2146
H 3.3371 -1.7163 3.3164
C 4.4723 -2.3097 0.9581
H 5.1986 -2.1527 0.1579
H 5.0428 -2.5826 1.8600
H 3.8363 -3.1631 0.6923
C -4.2920 -1.0228 1.6363
H -4.8535 -1.8745 2.0516
H -3.3905 -0.8767 2.2506
H -4.9263 -0.1285 1.7243
C -3.1958 -2.6890 0.1195
H -2.9573 -2.9863 -0.9093
H -2.2663 -2.6823 0.6972
H -3.8543 -3.4616 0.5449
C -5.1827 -1.4839 -0.6944
H -5.7873 -2.2962 -0.2600
H -5.8036 -0.5821 -0.7220
H -4.9406 -1.7822 -1.7232
C -2.6938 2.7092 -1.3156
H -2.8348 2.4270 -2.3655
H -3.0606 3.7402 -1.1993
H -1.6190 2.6993 -1.1003
C -3.3012 2.3225 1.0806
H -2.2384 2.4389 1.3322
H -3.7796 3.3094 1.1642
H -3.7526 1.6578 1.8290
C -4.9583 1.7940 -0.7539
H -5.1194 1.3428 -1.7437
H -5.5946 1.2936 -0.0108
H -5.3018 2.8380 -0.8161
Mn -0.2987 -0.1632 0.2136
N 0.1635 1.0471 -1.1478
C 0.6156 0.9876 -2.2646
C 0.6565 1.8091 -3.4502
C 0.5228 3.1911 -3.2325
C 0.8199 1.3261 -4.7636
C 0.5375 4.0857 -4.3050
H 0.4342 3.5639 -2.2066
C 0.8793 2.2244 -5.8363
H 0.9297 0.2536 -4.9250
C 0.7291 3.6022 -5.6079
H 0.4280 5.1573 -4.1126
H 1.0607 1.8515 -6.8466
H 0.7859 4.3014 -6.4453
N -0.8193 -2.7939 3.4710
C -0.5240 -2.4897 2.1952
N -0.6150 -1.1578 2.0016
C -0.9702 -0.5808 3.2377
C -1.1649 0.7477 3.6343
C -1.5660 0.9727 4.9595
C -1.7403 -0.0859 5.8698
C -1.5032 -1.4137 5.4713
C -1.1156 -1.6143 4.1587
H -0.8032 -3.7308 3.8716
H -0.2571 -3.2394 1.4533
H -0.9693 1.5553 2.9267
H -1.7386 1.9993 5.2963
H -2.0592 0.1365 6.8883
H -1.6163 -2.2718 6.1288

=====

Entry from the OMol25 dataset: a molecular structure, C2H3Li2O2Rb (the ωB97M-V functional and the def2-TZVPD basis).

Summary:
- LUMO energy (alpha / beta): -4.064 / -4.070 eV
- Spin multiplicity: 2
- E_HOMO (alpha / beta): -11.565 / -11.571 eV
- Kohn-Sham gap (alpha / beta): 7.5 / 7.5 eV
- Net charge: +1
- Energy relative to the best compared isomer or geometry (same formula, charge and spin): 0.000 eV
- Expectation value of S²: 0.754
- Maximum force: 3.746 eV Å⁻¹
- Energy: -267.3782 Eh

CARTESIAN COORDINATES (ANGSTROEM)
O 0.5795 0.3573 1.6764
C -0.2946 -2.5823 -0.6529
C -1.3141 -1.6340 -0.5561
O -0.8463 -0.3931 -0.5892
Rb -1.4106 1.6112 1.6914
H -0.6194 -3.6202 -0.7673
H 0.7256 -2.3507 -0.9946
H -2.3869 -1.6366 -0.3305
Li -0.1977 -1.3222 1.6392
Li -0.4308 0.6856 -2.1012